No. 1
A cluster of 3 separate species, C20H36ClNO8P in total. Source: the OMol25 dataset; level of theory: ωB97M-V/def2-TZVPD.

Geometry as XYZ:
```
67
Properties=species:S:1:pos:R:3:lowdin_charge:R:1
C 4.156 -2.450 -0.963 -0.15
N 4.319 -1.800 -2.248 -0.12
C 5.258 -0.684 -2.287 -0.17
C 5.146 0.332 -1.162 -0.40
C 6.257 0.382 -0.133 -0.27
O 5.931 1.481 0.662 -0.34
P 5.510 2.802 -0.417 0.37
Cl 5.123 4.548 -1.832 0.04
C 3.700 2.888 0.177 -0.27
C 2.591 2.261 -0.623 -0.26
C 2.225 2.706 -1.891 -0.06
C 1.223 2.067 -2.604 -0.08
C 0.559 0.969 -2.067 -0.10
C 0.886 0.520 -0.800 -0.31
C 0.180 -0.682 -0.236 -0.06
C 1.890 1.174 -0.096 -0.03
O 5.133 1.647 -1.675 -0.33
H 5.138 -2.695 -0.559 0.08
H 3.608 -1.859 -0.221 0.07
H 3.615 -3.389 -1.092 0.07
H 3.427 -1.512 -2.625 0.09
H 5.079 -0.136 -3.209 0.12
H 6.281 -1.072 -2.336 0.11
H 4.224 0.188 -0.590 0.11
H 6.382 -0.537 0.446 0.11
H 7.198 0.565 -0.680 0.11
H 5.837 3.765 0.593 -0.02
H 6.841 2.861 -0.922 -0.01
H 3.480 3.946 0.322 0.06
H 3.709 2.419 1.161 0.07
H 2.754 3.539 -2.327 0.05
H 0.954 2.421 -3.590 0.09
H -0.214 0.474 -2.643 0.10
H -0.808 -0.774 -0.688 0.06
H 0.728 -1.595 -0.474 0.07
H 0.041 -0.609 0.841 0.08
H 2.139 0.809 0.895 0.12
C -7.401 0.541 -2.097 -0.06
C -6.621 -0.457 -1.271 -0.22
O -5.204 -0.277 -1.411 0.01
C -4.682 0.729 -0.700 -0.64
O -5.295 1.451 0.046 0.12
O -3.380 0.769 -0.942 0.00
C -2.665 1.829 -0.287 -0.01
H -7.090 0.494 -3.141 0.08
H -8.467 0.317 -2.041 0.08
H -7.242 1.555 -1.733 0.08
H -6.800 -1.473 -1.617 0.12
H -6.890 -0.397 -0.216 0.12
H -2.861 1.825 0.783 0.10
H -2.946 2.789 -0.715 0.10
H -1.612 1.636 -0.472 0.08
C -3.845 -2.211 1.139 -0.04
C -4.356 -1.365 2.283 -0.20
O -4.496 -2.128 3.498 0.04
C -3.365 -2.349 4.160 -0.61
O -2.266 -1.972 3.847 0.13
O -3.642 -3.133 5.208 0.00
C -2.495 -3.514 5.972 -0.04
H -4.483 -3.085 0.993 0.09
H -3.837 -1.631 0.218 0.06
H -2.829 -2.557 1.329 0.08
H -5.359 -0.994 2.079 0.12
H -3.708 -0.510 2.469 0.12
H -1.927 -2.638 6.279 0.10
H -1.854 -4.176 5.392 0.10
H -2.882 -4.036 6.842 0.09
```

Its total energy is -61007.72687 eV. As for the charge: -1. For the HOMO energy, the calculation gives -4.70 eV. Its lowest unoccupied orbital energy is 2.115 eV.

=====

No. 2
A structure of composition C20H36F6FeNO6 in a non-equilibrium geometry. Source: the OMol25 dataset; level of theory: ωB97M-V/def2-TZVPD.

Geometry as XYZ:
```
70
Properties=species:S:1:pos:R:3:lowdin_charge:R:1
Fe 0.636 0.180 0.060 1.08
C 2.796 1.961 1.308 -0.41
O 3.011 0.561 1.231 -0.15
O 1.602 2.112 0.669 -0.18
C 2.994 2.510 2.792 -0.57
F 4.274 2.464 3.184 0.13
F 2.640 3.774 2.998 0.16
F 2.323 1.825 3.702 0.15
C 4.361 0.127 1.237 -0.26
C 4.414 -1.332 1.621 -0.08
H 4.162 -1.502 2.668 0.07
H 3.844 -2.090 1.083 0.07
H 5.426 -1.606 1.325 0.08
H 5.118 0.541 1.904 0.12
H 4.725 0.293 0.223 0.12
H 3.638 2.322 0.718 0.15
C -2.711 1.425 0.273 -0.39
O -2.794 2.581 1.049 -0.07
O -1.328 1.153 0.032 -0.23
C -3.718 0.318 0.717 -0.63
F -3.750 0.053 1.990 0.18
F -4.956 0.683 0.293 0.11
F -3.574 -0.787 0.041 0.16
C -4.069 3.212 1.386 -0.21
C -3.889 4.364 2.425 -0.07
H -4.850 4.867 2.539 0.07
H -3.593 4.007 3.412 0.07
H -3.167 5.131 2.145 0.07
H -4.862 2.534 1.703 0.11
H -4.361 3.832 0.539 0.11
H -3.180 1.676 -0.678 0.14
C -1.033 -2.573 -0.547 -0.03
C -0.512 -2.095 -1.941 -0.45
C -1.760 -1.475 -2.638 -0.14
C -1.502 -0.695 -3.890 -0.21
C -0.448 0.304 -3.710 -0.15
C 0.899 -0.203 -3.077 -0.45
N 0.545 -1.050 -1.864 -0.10
O 1.669 -1.419 -1.040 -0.14
C 1.642 1.079 -2.686 -0.03
C 1.720 -0.935 -4.194 -0.01
C -0.182 -3.279 -2.849 -0.03
H -1.763 -3.382 -0.549 0.09
H -1.476 -1.902 0.189 0.05
H -0.099 -2.955 -0.135 0.08
H -2.260 -0.786 -1.958 0.10
H -2.457 -2.301 -2.775 0.13
H -2.406 -0.191 -4.231 0.12
H -1.249 -1.312 -4.753 0.11
H -0.728 1.100 -3.019 0.12
H -0.268 0.721 -4.701 0.13
H 2.581 0.673 -2.309 0.09
H 1.123 1.655 -1.920 0.07
H 1.738 1.681 -3.590 0.10
H 1.099 -1.699 -4.663 0.06
H 2.443 -1.643 -3.791 0.08
H 2.065 -0.267 -4.984 0.09
H 0.834 -3.635 -2.672 0.09
H -0.342 -3.337 -3.925 0.09
H -0.881 -4.028 -2.478 0.08
C 1.203 -1.305 4.007 0.01
C 0.125 -1.014 3.040 -0.34
O 0.417 -0.830 1.840 -0.03
C -1.308 -1.449 3.496 0.02
H 1.283 -0.350 4.527 0.10
H 2.105 -1.479 3.421 0.08
H 1.000 -2.015 4.808 0.10
H -2.098 -1.285 2.762 0.06
H -1.678 -1.017 4.426 0.09
H -1.206 -2.495 3.784 0.09
```

As for the spin multiplicity: 6. The energy above the lowest of the compared OMol25 structures with the same formula, charge and spin comes out at 48.9 kJ/mol. Its total energy is -85786.49443 eV. As for the charge: 0. The expectation value of S² is 8.77. For the HOMO energy (alpha / beta), the calculation gives -8.67 / -8.42 eV. Its lowest unoccupied orbital energy (alpha / beta) is 0.101 / -1.375 eV.

=====

No. 3
A structure of composition C20H36N6O5P2Re in a non-equilibrium geometry. Source: the OMol25 dataset; level of theory: ωB97M-V/def2-TZVPD.

Geometry as XYZ:
```
70
Properties=species:S:1:pos:R:3:lowdin_charge:R:1
Re 0.591 0.880 0.352 1.68
C 1.551 -0.674 4.197 0.02
C 1.726 -0.273 2.773 -0.37
O 0.738 0.336 2.238 -0.14
C 2.955 -0.459 2.109 0.04
C 3.374 0.315 1.051 -0.24
C 4.785 0.318 0.583 0.00
N 2.481 1.191 0.475 -0.18
N 3.040 2.332 -0.041 0.13
C 2.076 3.147 -0.348 -0.36
O 0.824 2.719 -0.159 -0.18
C 2.292 4.496 -0.853 -0.16
C 3.593 4.948 -1.085 -0.01
C 3.796 6.230 -1.559 -0.05
C 2.709 7.062 -1.801 -0.05
C 1.416 6.614 -1.571 -0.05
C 1.202 5.331 -1.098 -0.01
H 0.503 -0.858 4.422 0.09
H 2.162 -1.539 4.449 0.10
H 1.881 0.159 4.824 0.12
H 3.703 -1.062 2.605 0.14
H 5.366 -0.440 1.100 0.09
H 4.812 0.134 -0.493 0.11
H 5.230 1.299 0.743 0.10
H 4.432 4.293 -0.892 0.11
H 4.801 6.584 -1.739 0.12
H 2.873 8.065 -2.170 0.12
H 0.574 7.267 -1.757 0.11
H 0.198 4.977 -0.910 0.11
C -4.449 1.274 -0.908 -0.05
N -3.873 -0.012 -0.486 -0.29
C -4.834 -0.973 0.057 -0.06
P -2.325 -0.261 -0.824 0.53
O -1.374 0.749 -0.196 -0.38
O -2.034 -1.707 -0.152 -0.24
P -0.624 -2.251 0.433 0.52
O 0.422 -1.207 0.141 -0.39
N -0.184 -3.608 -0.313 -0.28
C 0.836 -3.688 -1.361 -0.05
C -0.900 -4.859 -0.050 -0.06
N -0.973 -2.540 1.989 -0.28
C -0.003 -3.374 2.715 -0.07
C -2.297 -2.491 2.614 -0.05
N -2.075 -0.286 -2.422 -0.28
C -0.793 0.038 -3.050 -0.06
C -2.979 -1.076 -3.269 -0.05
H -5.236 1.109 -1.645 0.10
H -3.684 1.910 -1.352 0.09
H -4.866 1.789 -0.043 0.10
H -5.632 -1.141 -0.667 0.10
H -5.275 -0.577 0.973 0.10
H -4.354 -1.922 0.271 0.07
H 1.292 -2.716 -1.518 0.07
H 0.388 -4.034 -2.294 0.10
H 1.608 -4.398 -1.062 0.10
H -1.666 -4.715 0.710 0.08
H -0.204 -5.626 0.292 0.10
H -1.386 -5.210 -0.961 0.10
H 0.984 -3.306 2.258 0.09
H -0.313 -4.422 2.722 0.10
H 0.063 -3.032 3.747 0.08
H -2.954 -1.816 2.077 0.06
H -2.191 -2.124 3.634 0.10
H -2.749 -3.486 2.650 0.10
H -0.285 0.831 -2.504 0.06
H -0.988 0.409 -4.055 0.10
H -0.141 -0.836 -3.122 0.09
H -3.951 -1.180 -2.793 0.08
H -2.570 -2.070 -3.464 0.10
H -3.115 -0.559 -4.217 0.10
```

As for the spin multiplicity: 2. The energy above the lowest of the compared OMol25 structures with the same formula, charge and spin comes out at 18.4 kJ/mol. Its total energy is -61200.91178 eV. As for the charge: +2. The expectation value of S² is 0.78. For the HOMO energy (alpha / beta), the calculation gives -13.48 / -13.50 eV. Its lowest unoccupied orbital energy (alpha / beta) is -7.080 / -6.525 eV.

=====

No. 4
The molecule C20H36O2 in a non-equilibrium geometry. Source: the OMol25 dataset; level of theory: ωB97M-V/def2-TZVPD.

Geometry as XYZ:
```
58
Properties=species:S:1:pos:R:3:lowdin_charge:R:1
C -4.096 -2.687 -0.314 0.02
C -4.280 -1.439 -0.701 -0.11
C -4.021 -0.212 0.144 -0.57
C -4.826 -0.284 1.451 -0.02
O -4.392 0.961 -0.573 -0.02
C -2.521 -0.077 0.463 -0.11
C -1.686 -0.005 -0.814 -0.12
C -0.267 0.586 -0.710 -0.18
C 0.796 -0.317 -0.009 -0.37
C 0.490 -0.500 1.483 0.00
C 0.807 -1.693 -0.697 -0.14
C 1.989 -2.543 -0.248 -0.17
C 3.299 -1.866 -0.622 -0.15
C 3.454 -0.471 0.005 -0.49
C 3.846 -0.605 1.481 -0.04
C 4.637 0.210 -0.706 -0.05
C 2.170 0.356 -0.280 -0.21
C 2.178 1.746 0.357 -0.13
C 1.164 2.630 -0.357 -0.12
C -0.262 2.064 -0.230 -0.50
C -1.204 2.916 -1.096 -0.01
O -0.680 2.177 1.125 -0.03
H -3.735 -2.938 0.670 0.06
H -4.296 -3.518 -0.969 0.05
H -4.633 -1.230 -1.703 0.11
H -4.500 -1.124 2.056 0.08
H -4.682 0.634 2.016 0.09
H -5.887 -0.404 1.236 0.09
H -5.343 0.937 -0.721 0.10
H -2.225 -0.927 1.073 0.11
H -2.382 0.833 1.041 0.11
H -2.238 0.610 -1.524 0.11
H -1.620 -1.000 -1.255 0.11
H 0.068 0.654 -1.755 0.15
H -0.142 -1.372 1.632 0.08
H 1.393 -0.642 2.061 0.07
H -0.031 0.363 1.875 0.07
H -0.116 -2.230 -0.473 0.11
H 0.862 -1.559 -1.780 0.13
H 1.938 -2.710 0.828 0.11
H 1.937 -3.521 -0.733 0.11
H 4.142 -2.491 -0.317 0.12
H 3.338 -1.768 -1.710 0.12
H 3.754 0.345 2.000 0.08
H 4.885 -0.923 1.547 0.09
H 3.250 -1.349 1.999 0.07
H 5.499 -0.454 -0.704 0.08
H 4.926 1.130 -0.205 0.08
H 4.394 0.444 -1.741 0.09
H 2.199 0.509 -1.368 0.14
H 1.914 1.682 1.411 0.12
H 3.164 2.205 0.277 0.11
H 1.425 2.713 -1.414 0.13
H 1.184 3.638 0.070 0.12
H -1.014 2.755 -2.154 0.09
H -1.047 3.973 -0.878 0.09
H -2.240 2.672 -0.880 0.08
H -0.730 3.116 1.337 0.11
```

The energy above the lowest of the compared OMol25 structures with the same formula, charge and spin comes out at 6.3 kJ/mol. Its total energy is -25419.60550 eV. As for the SMILES: C=C[C@](C)(O)CC[C@@H]1[C@@]2(C)CCCC(C)(C)[C@@H]2CC[C@]1(C)O. As for the charge: 0. For the HOMO energy, the calculation gives -9.42 eV. Its lowest unoccupied orbital energy is 0.738 eV.